C3H3Br | the ωB97M-V functional and the def2-TZVPD basis

Each atom is followed by the atoms it is bonded to, with distances in Å.
Element x y z (Å)
1 C 0.11146 -0.23474 1.69920  C2 1.531, C3 1.480, Br4 2.006
2 C 0.45900 -0.87311 3.04637  C1 1.531, Br4 2.087
3 C 0.10264 0.05375 0.24732  C1 1.480, H5 1.234, H6 1.127, H7 1.107
4 Br -0.62260 0.90719 3.17591  C1 2.006, C2 2.087
5 H 0.46501 1.23108 0.16644  C3 1.234
6 H -0.97870 0.24198 -0.01025  C3 1.127
7 H 0.55418 -0.72682 -0.39559  C3 1.107

E_HOMO (alpha / beta) = -6.1 / -9.6 eV
HOMO-LUMO gap (alpha / beta) = 6.53 / 8.21 eV
Relative energy (zero: lowest compared OMol25 entry of this formula, charge and spin) = 29.87 kcal/mol
DFT total energy = -73193.6933 eV
2S+1 = 3
Charge = 0
M = 119.0 g/mol